Here is a molecular structure, C41H32CaCl2F3NO7SSb from the OMol25 dataset. Energies are from ωB97M-V/def2-TZVPD.

Calculated values
Total charge   -1
Kohn-Sham gap   7.9 eV
E_HOMO   -0.2004 Ha
LUMO   2.5 eV
Total energy   -127876.4196 eV
ΔE to the lowest compared entry with this formula, charge and spin   2.8 kcal per mole
Molecular weight   972.5 g mol⁻¹

Geometry (Å):
Ca -0.62 1.58 0.71
C 3.75 1.09 -0.45
C 2.52 0.89 0.40
O 1.43 0.96 -0.18
C 2.68 0.62 1.82
C 3.97 0.61 2.38
C 4.21 0.26 3.68
C 3.12 -0.14 4.48
C 1.85 -0.15 3.98
C 1.56 0.25 2.64
O 0.34 0.25 2.24
H 3.44 1.14 -1.49
H 4.47 0.28 -0.32
H 4.24 2.03 -0.18
H 4.81 0.90 1.76
H 5.21 0.27 4.08
H 3.29 -0.44 5.51
H 1.00 -0.45 4.58
Cl -3.96 3.31 -0.30
C -3.13 4.65 -1.02
C -3.32 5.93 -0.51
C -2.65 6.99 -1.09
C -1.79 6.77 -2.16
C -1.60 5.49 -2.64
Cl -0.53 5.23 -3.98
C -2.27 4.40 -2.08
N -2.05 3.09 -2.56
C -2.94 2.53 -3.49
C -3.88 3.31 -4.17
C -4.75 2.72 -5.08
C -4.69 1.36 -5.32
C -3.73 0.59 -4.66
C -2.84 1.16 -3.76
C -1.77 0.32 -3.11
C -2.18 -0.20 -1.72
O -2.67 -1.32 -1.63
O -1.96 0.59 -0.72
H -3.98 6.08 0.33
H -2.77 7.98 -0.69
H -1.25 7.59 -2.61
H -1.84 2.42 -1.82
H -3.94 4.37 -3.98
H -5.48 3.33 -5.59
H -5.38 0.89 -6.01
H -3.67 -0.47 -4.84
H -0.85 0.90 -3.02
H -1.57 -0.56 -3.72
F 2.19 4.50 1.99
C 1.07 4.42 2.71
F 1.13 3.31 3.45
F 1.03 5.47 3.53
S -0.42 4.39 1.60
O -1.30 3.38 2.21
O -0.89 5.74 1.58
O 0.12 3.85 0.34
C -1.21 -6.60 -1.77
C 0.10 -6.43 -1.32
C 0.47 -5.24 -0.72
C -0.46 -4.21 -0.54
C -1.76 -4.39 -1.02
C -2.13 -5.58 -1.62
Sb -0.03 -2.33 0.43
C 2.11 -2.54 0.21
C 3.00 -2.67 1.27
C 4.37 -2.75 1.04
C 4.86 -2.71 -0.25
C 3.99 -2.58 -1.32
C 2.62 -2.49 -1.09
C -0.08 -3.16 2.42
C 0.54 -4.37 2.73
C 0.48 -4.90 4.01
C -0.23 -4.23 5.00
C -0.87 -3.03 4.71
C -0.79 -2.50 3.42
H -1.50 -7.53 -2.25
H 0.82 -7.22 -1.45
H 1.49 -5.11 -0.39
H -2.46 -3.57 -0.94
H -3.14 -5.71 -1.99
H 2.63 -2.69 2.29
H 5.05 -2.84 1.88
H 5.93 -2.78 -0.43
H 4.36 -2.54 -2.34
H 1.94 -2.37 -1.93
H 1.09 -4.90 1.97
H 0.97 -5.83 4.24
H -0.29 -4.64 6.00
H -1.42 -2.51 5.48
H -1.26 -1.55 3.21